This record from OMol25 describes a cluster of 9 separate species, C18H56N2O14 in total at a distorted geometry. The level of theory is wB97M-V/def2-TZVPD.

- 2S+1: 1
- Frontier orbital gap: 9.88 eV
- Electronic energy: -51215.470 eV
- F_max: 3.2 eV/A
- SMILES: COC[C@H](C)N.COC[C@H](C)N.OCCO.OCCO.OCCO.OCCO.OCCO.O.O
- Lowest unoccupied orbital energy: 0.316 eV
- Energy relative to the best compared isomer or geometry (same formula, charge and spin): 0.0 kcal per mole
- Molecular weight: 524.65 g/mol

Last column: Mulliken charge in e.
Geometry (Å):
O 2.1344 1.3953 -2.5605  -0.525
O -3.2126 -0.8883 0.2435  0.125
O -3.3945 1.2929 -3.2544  -0.383
O 4.1839 -0.7036 5.5066  -0.553
O 2.4037 2.7463 1.2310  -0.295
O -3.6808 -4.5209 1.7388  -0.713
O -1.5799 -1.8070 -2.1091  -0.155
O -0.9924 -3.4127 1.1481  0.125
O -2.8554 -3.8357 -0.6804  -0.628
O 1.5021 -4.0137 0.0770  -0.490
O -0.4321 -0.4358 1.3596  -0.626
O -2.3102 1.4927 1.4364  -0.604
O 2.2485 -0.5909 2.4341  -0.200
O 1.2120 -0.8654 -0.8265  -0.018
N -2.9911 3.4773 -0.4136  -0.509
N 5.1301 1.7895 0.4107  -0.711
C 2.5715 -0.2777 3.7433  -0.256
C -3.4802 -0.6111 1.6097  -0.788
C 3.9194 -0.8824 4.1133  -0.587
C -2.5591 -4.0372 -2.0346  -0.533
C -3.5615 0.9025 1.8361  -0.335
C 5.1138 3.6769 -1.2217  -1.398
C 2.5386 -0.3312 -0.9943  0.201
C 4.5790 3.1656 0.1398  0.158
C 2.9989 3.2924 0.0485  -0.395
C -1.2870 -3.2026 -2.3205  -0.485
C -0.0449 -4.1818 1.8985  -0.403
C -3.6592 2.7875 -1.4595  0.745
C 1.0105 2.7434 1.3130  -0.576
C 0.9854 -4.8677 1.0751  -0.628
C -2.5008 0.4793 -4.0196  -0.332
C -4.4812 3.7370 -2.3487  -1.571
C -2.6851 2.0007 -2.2668  -0.319
C 2.8443 0.2077 -2.3191  -1.101
H -3.7986 -4.3057 0.7859  0.454
H -4.0098 -1.0698 -0.2139  0.108
H -1.7397 1.0907 -4.5811  0.298
H 0.6209 1.8861 1.9002  0.020
H -0.5400 -4.8274 2.5629  0.480
H -3.7025 4.3726 -2.8256  0.343
H -1.5917 -1.6413 -1.1505  -0.013
H -4.4056 -1.0886 1.8327  0.626
H -0.4992 -3.5680 -1.7074  0.127
H -5.0605 3.2898 -3.1066  0.372
H 1.3167 -0.3630 2.1712  0.255
H -1.8818 -0.1461 -3.3851  -0.068
H 4.8086 3.8005 0.9816  0.423
H -3.1111 -0.1315 -4.5869  0.351
H 0.4974 -5.6788 0.5119  0.384
H 2.6810 0.3497 -0.1425  0.009
H -3.6009 1.0202 2.9245  0.333
H 0.6454 3.6559 1.7902  0.486
H 3.8912 0.3574 -2.4284  0.512
H -0.8954 -3.2764 -3.3547  0.413
H 4.6430 1.1317 -0.2192  0.188
H 4.6824 4.6247 -1.4883  0.408
H 1.7548 -3.1227 0.3953  0.227
H 6.2233 3.7041 -1.2121  0.359
H -2.1580 3.8567 -0.7870  0.292
H -2.4449 -5.0914 -2.2538  0.346
H 1.8345 -0.4223 4.5024  0.494
H 4.7218 -0.6104 3.4314  0.255
H 4.8956 2.9681 -2.0050  0.226
H 2.6165 4.2881 -0.0291  0.648
H -4.3616 1.3561 1.2201  0.226
H -0.8254 -2.4228 1.1813  -0.149
H -5.1880 4.4103 -1.8209  0.406
H 4.8285 1.4903 1.2948  0.375
H 0.4981 -3.4911 2.5748  0.194
H 2.5977 0.8303 3.8649  0.221
H -2.1374 1.2873 -1.6483  0.048
H 4.8197 0.0148 5.6778  0.321
H -2.7829 -4.4893 2.0122  0.198
H 2.5471 -0.4786 -3.0795  0.566
H -0.9667 0.3912 1.4257  0.191
H -1.9565 2.7613 -2.7177  0.254
H -2.6886 -0.9895 2.2448  0.126
H 0.8566 -1.1851 -1.6367  -0.053
H 1.7292 -5.2868 1.7580  0.352
H -0.0355 -0.4696 0.4769  0.079
H -2.4204 2.3184 0.9765  0.354
H -2.1208 -3.7090 -0.0823  0.493
H 2.5654 2.7825 -0.8154  0.030
H -3.4862 4.3348 -0.1036  0.219
H -4.3503 2.0909 -0.9203  -0.149
H 2.3194 1.7201 -3.4474  0.257
H -3.3526 -3.6096 -2.6402  0.274
H 3.3890 -1.0891 -0.8958  0.106
H 3.9198 -1.9414 3.9280  0.245
H 0.5405 2.5995 0.3251  0.219

=====

This record from OMol25 describes a cluster of 10 separate species, C18H56O10 in total at a distorted geometry. The level of theory is wB97M-V/def2-TZVPD.

- 2S+1: 1
- Frontier orbital gap: 9.77 eV
- Electronic energy: -40047.129 eV
- F_max: 3.5 eV/A
- SMILES: CC(C)O.CC(C)O.CC(C)O.CC(C)O.CC(C)O.CC(C)O.O.O.O.O
- Lowest unoccupied orbital energy: 0.153 eV
- Energy relative to the best compared isomer or geometry (same formula, charge and spin): 66.7 kcal per mole
- Molecular weight: 432.64 g/mol

Last column: Mulliken charge in e.
Geometry (Å):
O 11.0177 -4.0696 1.0541  -0.707
O 12.8142 -4.8491 2.7538  -0.582
O 10.3876 -8.2540 -1.9331  -0.394
O 12.3334 -10.0814 -2.8966  -0.645
O 8.0323 -3.3023 -3.6900  -0.557
O 15.7330 -6.6534 -3.3626  -0.542
O 7.9518 -8.2249 4.1616  -0.586
O 14.3216 -7.3884 -1.1664  -0.516
O 11.6945 -6.4214 -0.4286  0.246
O 15.1683 -1.5753 -0.9232  -0.591
C 9.2607 -3.9466 -3.4393  0.584
C 9.3828 -4.0856 -1.8889  -0.935
C 13.6448 -6.2542 -4.3960  -0.634
C 15.6252 -7.4954 -5.6284  -1.541
C 13.3130 -5.9973 3.4858  1.355
C 14.4361 -6.4824 2.5542  -1.650
C 9.2342 -5.3045 -4.0682  -1.032
C 13.7843 -5.5533 4.8300  -1.657
C 14.0247 -3.5727 -1.8497  -0.343
C 14.8767 -7.2163 -4.3216  0.514
C 9.0872 -8.3260 -1.5142  1.351
C 12.7318 -1.8023 -0.4856  -0.772
C 9.1321 -8.2850 3.4273  0.425
C 13.8805 -2.0662 -1.5236  0.103
C 8.2559 -8.8255 -2.6933  -1.437
C 9.5330 -6.9053 2.7949  -0.909
C 10.2352 -8.7465 4.4380  -1.313
C 8.9663 -9.3782 -0.3862  -1.590
H 16.5439 -8.0655 -5.4907  0.423
H 12.5345 -6.7565 3.5604  -0.322
H 10.0287 -3.3676 -3.9522  0.161
H 13.6321 -4.6258 2.3036  0.243
H 8.0489 -9.4255 0.2005  0.489
H 11.8807 -2.1850 -1.0490  0.058
H 14.5958 -8.2098 -3.9720  0.166
H 14.3677 -6.2875 5.3856  0.385
H 11.1803 -7.1426 -0.7914  0.225
H 13.1160 -6.2647 -3.4429  -0.266
H 8.9108 -9.0505 2.6835  0.110
H 9.7644 -6.0944 3.4857  0.510
H 10.2844 -7.0100 2.0123  -0.017
H 12.8026 -2.4328 0.4008  0.089
H 15.7425 -1.3086 -1.6448  0.308
H 12.8512 -6.5659 -5.0752  0.481
H 9.2494 -10.3791 -0.7121  0.345
H 11.0845 -9.1919 3.9198  0.316
H 14.1877 -4.1399 -0.9333  0.070
H 10.3964 -8.1535 -2.8878  0.075
H 11.9233 -9.6404 -2.1526  0.333
H 9.5964 -3.1027 -1.4689  0.436
H 7.5201 -8.1245 -3.0874  0.360
H 12.9354 -5.3601 5.4858  0.405
H 15.9814 -6.5704 -6.0818  0.356
H 13.9957 -6.7590 1.5962  0.391
H 9.7892 -9.4476 5.1434  0.440
H 16.5144 -7.2105 -3.3347  0.306
H 12.4430 -0.7727 -0.2744  0.413
H 8.7581 -7.3498 -1.1583  -0.150
H 13.6955 -1.3312 -2.3070  0.348
H 8.2305 -7.6342 4.8651  0.384
H 14.9508 -7.9783 -6.3356  0.358
H 8.6032 -4.5056 -1.2534  0.493
H 12.6030 -6.6546 -0.6195  -0.128
H 9.7197 -9.1465 0.3666  0.227
H 14.9839 -7.9406 -0.7508  0.214
H 14.8577 -7.3783 3.0101  0.418
H 10.1540 -5.8691 -3.9158  -0.157
H 7.7979 -3.5298 -4.5927  0.323
H 10.6322 -7.8546 4.9227  0.290
H 7.4646 -9.5450 -2.4828  0.391
H 12.2391 -9.4650 -3.6227  0.256
H 10.9594 -4.8711 0.5341  0.130
H 13.2086 -4.1169 -2.3251  -0.006
H 14.9377 -3.6585 -2.4389  0.277
H 15.2046 -5.7389 2.3427  0.445
H 14.3123 -4.6000 4.8543  0.322
H 8.8466 -9.2202 -3.5200  0.294
H 8.6495 -6.5062 2.2966  0.404
H 14.0819 -5.2714 -4.5725  0.363
H 10.3385 -4.4954 -1.5620  -0.158
H 14.7995 -6.9081 -1.8425  0.350
H 9.2349 -5.1437 -5.1463  0.492
H 11.7348 -4.2327 1.6667  0.539
H 8.4792 -5.9885 -3.6807  0.345

=====

> Look up the electronic energy of the first one.

-51215.470 eV